w | Below is a cluster of 2 separate species, C3H8N2O2 in total, with properties calculated with wB97M-V/def2-TZVPD.

Geometry (Å):
O: 2.884 0.702 0.091
O: 1.967 -1.360 -0.136
N: -0.253 -0.323 1.699
N: -0.559 0.249 0.621
C: -0.011 1.258 0.094
C: -1.483 -0.494 -0.076
C: 2.471 -0.181 -0.584
H: -1.996 0.143 -0.754
H: 0.669 1.816 0.607
H: -2.173 -0.762 0.761
H: 0.526 0.162 2.217
H: 2.070 -1.437 0.855
H: -1.011 -1.271 -0.572
H: -0.254 1.549 -0.832
H: 2.664 -0.304 -1.641

## Properties
⟨S²⟩   2.01
Multiplicity   3
Kohn-Sham gap (alpha / beta)   6.17 / 9.79 eV
Molecular weight   104.11 g mol⁻¹

Results of the Löwdin charge analysis, in e, for atoms 1 through 4: atom 1 (O): 0.06, atom 2 (O): 0.04, atom 3 (N): 0.13, atom 4 (N): -0.43

---

x | Below is an isolated molecule of C3H8N2O2, with properties calculated with wB97M-V/def2-TZVPD.

Geometry (Å):
O: -0.318 0.246 1.321
O: -1.542 -0.793 -0.326
N: 0.910 -0.716 -0.556
N: 1.009 0.262 -1.607
C: 0.432 1.481 1.071
C: -0.271 -0.608 0.256
C: -1.217 -1.871 0.437
H: 0.083 2.166 0.193
H: -1.078 -2.807 -0.155
H: 1.162 -1.655 -0.754
H: 0.701 -0.043 -2.518
H: -1.736 -1.984 1.351
H: 1.964 0.541 -1.620
H: 1.348 1.112 0.849
H: 0.340 2.077 1.910

## Properties
⟨S²⟩   2.00
Multiplicity   3
Kohn-Sham gap (alpha / beta)   4.04 / 7.31 eV
Molecular weight   104.11 g mol⁻¹

Results of the Löwdin charge analysis, in e, for atoms 1 through 4: atom 1 (O): 0.00, atom 2 (O): 0.06, atom 3 (N): -0.03, atom 4 (N): 0.03

---

w has the most favorable energy; the next structure is 97.8 kcal/mol above.

---

w | Below is a cluster of 3 separate species, C4H12NO2 in total, with properties calculated with wB97M-V/def2-TZVPD.

Geometry (Å):
O: -1.381 0.158 -2.091
O: -0.314 2.634 -2.502
N: -0.067 -1.174 0.021
C: 0.675 0.114 2.846
C: 1.078 -0.470 0.376
C: -0.799 -1.928 0.795
C: 1.483 -0.427 1.709
H: -0.278 0.429 2.421
H: 1.149 0.955 3.369
H: -1.586 -2.525 0.356
H: -0.662 -1.983 1.862
H: -1.374 1.115 -1.901
H: 2.461 -0.865 1.951
H: -0.130 2.881 -3.400
H: -0.108 -1.203 -0.982
H: -0.474 3.452 -2.016
H: 1.530 0.148 -0.387
H: 0.541 -0.537 3.734
H: -1.495 0.060 -3.024

## Properties
⟨S²⟩   0.86
Multiplicity   2
Kohn-Sham gap (alpha / beta)   6.16 / 6.88 eV
Molecular weight   106.14 g mol⁻¹

Results of the Löwdin charge analysis, in e, for atoms 1 through 4: atom 1 (O): -0.06, atom 2 (O): -0.04, atom 3 (N): -0.08, atom 4 (C): -0.15

---

x | Below is a cluster of 2 separate species, C4H12NO2 in total, with properties calculated with wB97M-V/def2-TZVPD.

Geometry (Å):
O: 2.858 -1.262 0.974
O: -3.077 -0.012 -1.170
N: 1.053 0.698 0.257
C: -0.294 0.054 0.119
C: -0.274 -1.106 -0.829
C: -1.287 1.218 -0.210
C: -2.732 0.767 -0.310
H: 1.819 0.010 0.417
H: 2.541 -2.001 1.536
H: 1.181 1.515 0.994
H: -1.251 -1.467 -1.147
H: 3.808 -1.380 1.120
H: -3.540 1.234 0.255
H: -1.063 1.861 0.658
H: -0.963 1.749 -1.103
H: -0.514 -0.328 1.114
H: 0.258 -0.911 -1.770
H: 0.226 -1.935 -0.343
H: 1.247 1.298 -0.562

## Properties
⟨S²⟩   0.75
Multiplicity   2
Kohn-Sham gap (alpha / beta)   3.79 / 10.44 eV
Molecular weight   106.14 g mol⁻¹

Results of the Löwdin charge analysis, in e, for atoms 1 through 4: atom 1 (O): -0.12, atom 2 (O): 0.04, atom 3 (N): 0.06, atom 4 (C): -0.43

---

x has the most favorable energy; the next structure is 1.7 kcal/mol above.

---

w | Below is a cluster of 3 separate species, C3H13NO2S in total, with properties calculated with wB97M-V/def2-TZVPD.

Geometry (Å):
S: -2.957 1.469 1.182
O: 4.923 -0.256 1.405
O: -1.183 -2.364 3.623
N: -0.056 0.976 -1.703
C: -2.018 1.544 -0.384
C: 0.568 -0.149 -2.418
C: -0.893 0.530 -0.582
H: 5.379 -1.108 1.466
H: 5.383 0.163 0.668
H: -1.609 2.550 -0.227
H: -0.148 -0.941 -2.606
H: -1.571 -3.220 3.833
H: 1.476 -0.490 -1.928
H: -3.116 0.141 1.320
H: -2.694 1.618 -1.221
H: -1.337 -2.233 2.683
H: -0.394 0.498 0.397
H: -1.359 -0.414 -0.857
H: 0.720 1.446 -1.260
H: 0.884 0.240 -3.391

## Properties
Kohn-Sham gap   9.60 eV
Molecular weight   127.21 g mol⁻¹

Results of the Löwdin charge analysis, in e, for atoms 1 through 4: atom 1 (S): 0.68, atom 2 (O): -0.07, atom 3 (O): -0.06, atom 4 (N): -0.13

---

x | Below is a cluster of 3 separate species, C3H13NO2S in total, with properties calculated with wB97M-V/def2-TZVPD.

Geometry (Å):
S: 0.925 -1.135 1.417
O: 0.845 2.101 2.896
O: 3.303 3.262 -0.235
N: -0.328 -1.842 -1.717
C: -0.815 -0.725 -0.883
C: -2.279 -0.561 -1.136
C: -0.766 -1.205 0.573
H: -1.579 -0.628 1.281
H: 2.964 2.617 0.424
H: -2.301 -0.148 -2.250
H: -0.361 0.317 -0.943
H: -0.688 -1.600 -2.704
H: 0.211 1.843 2.177
H: 1.488 1.339 2.988
H: 0.658 -1.627 -1.912
H: -2.810 -1.490 -1.104
H: -0.986 -2.366 0.584
H: -2.858 0.167 -0.593
H: 3.820 3.874 0.277
H: 1.558 -2.192 0.862

## Properties
Kohn-Sham gap   9.91 eV
Molecular weight   127.21 g mol⁻¹

Results of the Löwdin charge analysis, in e, for atoms 1 through 4: atom 1 (S): 0.63, atom 2 (O): -0.12, atom 3 (O): -0.07, atom 4 (N): 0.02

---

y | Below is a cluster of 3 separate species, C3H13NO2S in total, with properties calculated with wB97M-V/def2-TZVPD.

Geometry (Å):
S: 1.814 0.732 1.113
O: -0.376 1.292 -2.890
O: 1.773 -1.910 -1.845
N: -1.100 -0.867 1.007
C: 0.426 0.853 -0.103
C: -1.428 -0.947 2.430
C: -0.899 0.482 0.484
H: -1.578 0.011 2.926
H: 2.661 -2.153 -2.117
H: -0.277 -1.434 0.844
H: -2.358 -1.496 2.535
H: 2.282 1.984 1.050
H: -0.693 -1.549 2.970
H: 1.845 -1.499 -0.978
H: -1.341 1.228 1.149
H: 0.694 0.171 -0.896
H: 0.482 1.796 -0.634
H: -1.581 0.576 -0.368
H: -0.391 2.154 -3.304
H: 0.045 0.576 -3.374

## Properties
Kohn-Sham gap   9.04 eV
Molecular weight   127.21 g mol⁻¹

Results of the Löwdin charge analysis, in e, for atoms 1 through 4: atom 1 (S): 0.68, atom 2 (O): -0.04, atom 3 (O): -0.06, atom 4 (N): -0.11

---

w has the most favorable energy; the next structure is 2.9 kcal/mol above.

---

w | Below is a cluster of 2 separate species, C7H14BrClOSi2 in total, with properties calculated with wB97M-V/def2-TZVPD.

Geometry (Å):
Br: 4.108 -2.574 0.481
Cl: 1.755 2.241 2.539
Si: 2.127 1.736 -0.462
Si: -1.220 -0.696 -0.753
O: -0.399 -1.123 -2.156
C: -0.412 -1.407 0.730
C: 3.323 -0.959 0.245
C: -1.447 1.208 -0.770
C: 1.222 2.313 -1.827
C: 2.661 2.793 1.110
C: -3.046 -1.504 -1.063
C: 2.731 0.005 -0.203
H: -0.586 1.849 -0.495
H: 0.630 -0.988 0.794
H: -3.234 -2.096 -0.198
H: 0.801 3.323 -1.723
H: -0.826 -1.740 -2.751
H: 3.786 2.961 1.255
H: -0.500 -2.462 1.016
H: -1.774 1.632 -1.779
H: 2.362 3.927 0.864
H: -0.833 -0.869 1.562
H: -3.873 -0.747 -1.211
H: 0.730 1.829 -2.584
H: -2.939 -2.118 -1.972
H: -2.195 1.389 0.033

## Properties
Kohn-Sham gap   8.32 eV
Molecular weight   285.72 g mol⁻¹

Results of the Löwdin charge analysis, in e, for atoms 1 through 4: atom 1 (Br): 0.77, atom 2 (Cl): 0.48, atom 3 (Si): 0.65, atom 4 (Si): 0.44

---

x | Below is an isolated molecule of C7H14BrClOSi2, with properties calculated with wB97M-V/def2-TZVPD.

Geometry (Å):
Br: 1.947 0.991 5.224
Cl: -2.527 -2.776 1.072
Si: 0.789 0.261 -1.359
Si: -0.715 -0.415 1.357
O: 0.196 -0.466 0.026
C: 1.048 0.417 3.732
C: 0.315 0.356 2.771
C: -0.243 1.819 -1.852
C: 2.588 0.743 -0.963
C: 0.618 -1.123 -2.673
C: -1.273 -2.124 2.006
C: -2.296 0.489 0.941
H: -1.502 -1.986 3.100
H: -2.143 1.047 -0.045
H: -2.692 1.156 1.679
H: -1.199 1.673 -2.383
H: 3.065 0.400 -1.824
H: -0.499 -2.785 1.827
H: 1.077 -2.087 -2.505
H: -0.502 2.179 -0.926
H: 1.122 -0.831 -3.668
H: 3.194 0.274 -0.076
H: -3.101 -0.177 0.643
H: -0.471 -1.321 -2.956
H: 2.706 1.820 -0.816
H: 0.499 2.465 -2.332

## Properties
Kohn-Sham gap   10.11 eV
Molecular weight   285.72 g mol⁻¹

Results of the Löwdin charge analysis, in e, for atoms 1 through 4: atom 1 (Br): 0.72, atom 2 (Cl): 0.59, atom 3 (Si): 0.46, atom 4 (Si): 0.36

---

x has the most favorable energy; the next structure is 90.0 kcal/mol above.

---

w | Below is the ion C7H13N2O with charge +1, with properties calculated with wB97M-V/def2-TZVPD.

Geometry (Å):
O: 1.208 1.732 -0.060
N: 0.432 0.917 -0.647
N: 2.540 1.301 -0.046
C: -0.815 0.605 -0.129
C: 2.192 -1.105 -0.200
C: -0.144 -0.576 0.743
C: -1.660 -0.013 -1.160
C: 0.871 -1.626 0.224
C: -1.533 1.568 0.838
C: 2.853 -0.026 -0.431
H: -0.996 -1.349 0.927
H: -1.778 0.602 -2.037
H: 0.959 -2.391 0.976
H: -2.722 -0.270 -0.705
H: -0.882 2.458 0.983
H: 2.874 -1.971 -0.408
H: -0.038 -0.265 1.810
H: 3.981 0.003 -0.721
H: 0.525 -2.079 -0.634
H: -1.852 1.167 1.716
H: -2.431 1.913 0.378
H: 3.132 2.139 -0.417
H: -1.245 -1.019 -1.525

## Properties
Kohn-Sham gap (alpha / beta)   6.89 / 6.89 eV
Molecular weight   141.19 g mol⁻¹
Net charge   +1

Results of the Löwdin charge analysis, in e, for atoms 1 through 4: atom 1 (O): 0.04, atom 2 (N): 0.18, atom 3 (N): 0.06, atom 4 (C): -0.53

---

x | Below is the ion C7H13N2O with charge +1, with properties calculated with wB97M-V/def2-TZVPD.

Geometry (Å):
O: -0.547 2.553 0.150
N: -0.668 0.605 -1.538
N: 0.253 2.773 2.408
C: -0.467 -1.756 -1.400
C: 0.457 -1.491 1.112
C: -0.822 -0.595 -2.388
C: 0.050 0.280 -0.499
C: 0.545 -1.063 -0.353
C: 0.161 1.389 0.459
C: 0.784 1.727 1.793
H: -1.388 -1.982 -0.837
H: -1.850 -0.776 -2.824
H: 1.311 -1.072 1.537
H: -0.008 -2.695 -1.952
H: -0.480 3.354 2.046
H: -1.289 1.290 -1.692
H: 0.811 3.084 3.277
H: 0.566 -2.578 1.146
H: -0.476 -1.104 1.453
H: 1.526 -1.229 -0.802
H: 1.384 1.001 2.239
H: -0.116 2.998 -0.570
H: -0.079 -0.526 -3.285

## Properties
Kohn-Sham gap   8.06 eV
Molecular weight   141.19 g mol⁻¹
Net charge   +1

Results of the Löwdin charge analysis, in e, for atoms 1 through 4: atom 1 (O): -0.03, atom 2 (N): 0.12, atom 3 (N): 0.14, atom 4 (C): -0.09

---

y | Below is the ion C7H13N2O with charge +1, with properties calculated with wB97M-V/def2-TZVPD.

Geometry (Å):
O: 0.248 -3.263 -2.092
N: 0.803 -0.142 -0.842
N: -0.531 0.029 1.392
C: 0.829 -2.446 -1.545
C: -1.762 -0.643 -0.612
C: -0.578 0.030 -1.459
C: -0.120 -0.269 2.727
C: -1.563 -0.451 0.872
C: 1.706 0.836 -1.446
C: 1.434 -1.403 -0.984
H: 0.774 0.099 3.036
H: -0.646 1.083 -1.465
H: -0.989 0.003 3.336
H: 1.711 1.764 -0.836
H: -1.976 -1.751 -0.790
H: 2.705 0.405 -1.445
H: -2.665 -0.032 -0.744
H: 0.006 -1.327 2.846
H: -2.325 -0.952 1.442
H: -0.507 -0.441 -2.451
H: 1.404 1.181 -2.434
H: 0.097 0.625 0.725
H: 2.451 -1.680 -0.567

## Properties
Kohn-Sham gap   7.54 eV
Molecular weight   141.19 g mol⁻¹
Net charge   +1

Results of the Löwdin charge analysis, in e, for atoms 1 through 4: atom 1 (O): 0.22, atom 2 (N): -0.28, atom 3 (N): 0.04, atom 4 (C): -0.19

---

x has the most favorable energy; the next structure is 34.8 kcal/mol above.

---

w | Below is a cluster of 2 separate species, C4H10OSi in total, with properties calculated with wB97M-V/def2-TZVPD.

Geometry (Å):
Si: -0.097 -0.342 0.352
O: 1.226 0.016 -0.450
C: -1.853 1.701 -0.714
C: -0.465 -2.187 0.261
C: -1.647 0.499 -0.207
C: 2.301 0.800 -0.225
H: -2.873 2.150 -0.495
H: 3.265 0.115 -0.388
H: -1.496 -2.403 0.091
H: -2.392 -0.185 0.244
H: 2.243 1.154 0.734
H: 0.199 -2.699 -0.544
H: -1.155 2.265 -1.303
H: 2.355 1.720 -0.875
H: -0.026 -2.664 1.264
H: 0.415 0.060 2.255

## Properties
Kohn-Sham gap   10.05 eV
Molecular weight   102.21 g mol⁻¹

Results of the Löwdin charge analysis, in e, for atoms 1 through 4: atom 1 (Si): 0.45, atom 2 (O): -0.30, atom 3 (C): -0.05, atom 4 (C): -0.22

---

x | Below is a cluster of 2 separate species, C4H10OSi in total, with properties calculated with wB97M-V/def2-TZVPD.

Geometry (Å):
Si: 1.442 -0.218 -0.647
O: -2.612 0.467 0.228
C: -1.549 -1.615 0.118
C: -0.058 1.999 -0.129
C: -0.230 0.542 -0.157
C: -1.583 -0.156 0.100
H: -2.079 -1.964 -0.730
H: 1.679 -1.604 -0.429
H: -0.873 2.604 0.437
H: -0.210 2.258 -1.302
H: 0.959 2.403 -0.021
H: 2.544 0.548 -0.112
H: -1.873 -2.225 0.954
H: 1.215 0.002 -2.025
H: -0.491 -1.793 -0.038
H: 0.759 -0.160 1.560

## Properties
Kohn-Sham gap (alpha / beta)   7.79 / 8.35 eV
Molecular weight   102.21 g mol⁻¹

Results of the Löwdin charge analysis, in e, for atoms 1 through 4: atom 1 (Si): 0.55, atom 2 (O): 0.09, atom 3 (C): -0.04, atom 4 (C): -0.18

---

w has the most favorable energy; the next structure is 67.8 kcal/mol above.